Computed, not measured: the ion C11H10N3O3PS with charge +2 in a non-equilibrium geometry, with wB97M-V/def2-TZVPD.

```
! RIJCOSX wB97M-V def2-TZVPD def2/J DEFGRID3
* xyz 2 1
O 4.369 -2.180 2.652
P 4.580 -1.056 1.608
O 5.222 0.309 2.432
O 5.648 -1.568 0.370
N 2.994 -0.613 0.883
C 2.738 0.696 0.295
C 1.346 1.107 -0.304
C 0.178 0.082 -0.291
C -1.297 0.353 -0.815
C -2.174 1.345 0.029
C -3.654 1.635 -0.391
N -4.213 0.981 -1.580
N -5.568 1.283 -1.838
C -6.241 0.829 -0.778
S -6.848 0.307 0.680
C -3.437 0.086 -2.406
C -1.938 -0.277 -2.083
C 0.497 -1.338 0.333
C 1.921 -1.607 0.896
H 4.591 0.497 3.181
H 6.007 -2.462 0.602
H 3.629 1.431 0.316
H 1.158 2.146 -0.728
H -1.785 1.849 0.979
H -4.237 2.358 0.265
H -3.963 -0.375 -3.324
H -1.341 -1.008 -2.747
H -0.282 -2.178 0.393
H 2.104 -2.631 1.371
*
```

Output
- Relative energy (zero: lowest compared OMol25 entry of this formula, charge and spin): 224.74 kcal per mole
- HOMO-LUMO gap: 0.28177 hartree
- HOMO level: -16.16 eV

***

Computed, not measured: an isolated molecule of C15H20N2O3 in a non-equilibrium geometry, with wB97M-V/def2-TZVPD.

```
! RIJCOSX wB97M-V def2-TZVPD def2/J DEFGRID3
* xyz 0 1
O 0.165 -0.818 -1.561
N -0.303 -1.900 -1.262
O 0.358 -2.896 -1.040
C -1.736 -2.025 -1.223
C -2.296 -3.088 -1.919
C -3.670 -3.196 -2.013
C -4.475 -2.237 -1.417
C -3.913 -1.194 -0.706
C -2.530 -1.074 -0.572
C -1.959 -0.035 0.281
C -0.945 -0.240 1.118
C -0.295 0.839 1.935
N 0.835 1.464 1.259
C 0.412 2.291 0.139
C 1.553 3.194 -0.317
C 2.741 2.340 -0.737
C 3.108 1.424 0.421
C 1.905 0.568 0.830
C 2.351 -0.423 1.916
O 3.399 -1.247 1.468
H -1.643 -3.805 -2.393
H -4.109 -4.017 -2.557
H -5.549 -2.309 -1.501
H -4.546 -0.467 -0.221
H -2.453 0.926 0.249
H -0.496 -1.223 1.189
H -1.016 1.633 2.147
H 0.057 0.437 2.888
H -0.429 2.906 0.469
H 0.080 1.671 -0.711
H 1.845 3.843 0.511
H 1.211 3.819 -1.143
H 3.591 2.969 -1.009
H 2.468 1.739 -1.607
H 3.937 0.768 0.154
H 3.410 2.024 1.282
H 1.582 -0.012 -0.057
H 1.515 -1.050 2.252
H 2.745 0.123 2.777
H 3.099 -1.722 0.683
*
```

Output
- Relative energy (zero: lowest compared OMol25 entry of this formula, charge and spin): 117.43 kcal per mole
- Structure (SMILES): O=[N+]([O-])c1ccccc1/C=C/CN1CCCC[C@H]1CO
- HOMO-LUMO gap: 0.29269 hartree
- HOMO level: -8.40 eV

***

Computed, not measured: an isolated molecule of C2H7N3S in a non-equilibrium geometry, with wB97M-V/def2-TZVPD.

```
! RIJCOSX wB97M-V def2-TZVPD def2/J DEFGRID3
* xyz 0 1
H 0.345 1.773 -0.233
N -0.589 1.343 -0.174
C -0.501 0.055 -0.080
C 0.730 -0.814 -0.189
S 2.344 0.048 0.053
N -1.639 -0.768 -0.071
N -2.815 0.015 0.154
H 0.663 -1.300 -1.136
H 0.649 -1.514 0.598
H 1.896 0.806 1.180
H -1.628 -1.466 0.714
H -2.927 0.650 -0.643
H -2.572 0.710 0.929
*
```

Output
- Relative energy (zero: lowest compared OMol25 entry of this formula, charge and spin): 27.94 kcal per mole
- Structure (SMILES): [H]/N=C(\CS)NN
- HOMO-LUMO gap: 0.37609 hartree
- HOMO level: -9.59 eV

***

Computed, not measured: a structure of composition C4H12FeO8P in a non-equilibrium geometry, with wB97M-V/def2-TZVPD.

```
! RIJCOSX wB97M-V def2-TZVPD def2/J DEFGRID3
* xyz -2 6
Fe 0.083 -0.616 0.263
P 0.987 -3.053 0.845
O 0.511 -4.125 1.873
O 1.422 -1.634 1.273
O -0.469 -2.516 0.430
O 1.637 -3.599 -0.417
C 1.456 0.866 -1.809
C 2.057 1.493 -0.565
O 1.241 1.260 0.587
O 1.182 -0.524 -1.581
H 2.048 1.008 -2.713
H 0.485 1.301 -2.048
H 2.060 2.556 -0.806
H 3.090 1.224 -0.342
H 1.285 2.061 1.116
H 1.824 -1.028 -2.088
C -2.097 0.931 1.289
C -2.557 0.348 -0.030
O -1.484 0.098 -0.889
O -1.043 0.107 1.857
H -2.871 1.092 2.039
H -1.653 1.907 1.092
H -3.214 1.041 -0.556
H -3.178 -0.524 0.175
H -1.751 0.154 -1.810
H -1.050 0.173 2.815
*
```

Output
- Expectation value of S²: 8.76
- HOMO-LUMO gap (alpha / beta): 0.10441 / 0.17368 hartree
- HOMO level (alpha / beta): 2.27 / 0.63 eV

***

Computed, not measured: a structure of composition C5H9N, with wB97M-V/def2-TZVPD.

```
! RIJCOSX wB97M-V def2-TZVPD def2/J DEFGRID3
* xyz 0 1
C 0.580 -0.967 -1.259
C 0.265 0.367 -0.625
C -1.068 0.797 -0.604
C 0.913 -0.034 1.540
C -0.376 -0.177 1.940
N -1.563 -0.097 1.835
H 1.414 -1.490 -0.785
H 0.837 -0.829 -2.317
H -0.299 -1.619 -1.215
H 1.070 1.097 -0.595
H -1.787 0.223 -1.189
H -1.275 1.864 -0.512
H -1.569 0.322 0.638
H 1.424 0.868 1.870
H 1.532 -0.910 1.378
*
```

Output
- Relative energy (zero: lowest compared OMol25 entry of this formula, charge and spin): 73.62 kcal per mole
- HOMO-LUMO gap: 0.37965 hartree
- HOMO level: -9.30 eV

***

Computed, not measured: a structure of composition C3H4LiO4Sr in a non-equilibrium geometry, with wB97M-V/def2-TZVPD.

```
! RIJCOSX wB97M-V def2-TZVPD def2/J DEFGRID3
* xyz 3 1
O -1.102 0.445 0.315
C -0.001 -0.316 -0.044
C -2.343 0.106 0.034
O 0.933 0.402 -0.443
O -0.125 -1.532 -0.102
C -3.346 -0.298 0.862
Sr 2.519 2.228 -0.314
H -4.317 0.186 0.755
H -3.052 -0.336 1.913
Li 0.376 -3.142 0.635
O -2.671 -0.314 -1.262
H -2.962 0.424 -1.842
H -3.674 -0.812 -0.911
*
```

Output
- HOMO-LUMO gap: 0.32660 hartree
- HOMO level: -20.50 eV

***

Computed, not measured: a structure of composition C31H31Cl2FN8O3STi, with wB97M-V/def2-TZVPD.

```
! RIJCOSX wB97M-V def2-TZVPD def2/J DEFGRID3
* xyz 0 3
Ti 0.287 1.876 0.545
Cl -3.500 3.752 -1.935
C -2.696 4.431 -0.560
C -2.997 5.752 -0.183
C -2.405 6.319 0.906
Cl -2.810 7.949 1.357
C -1.460 5.592 1.670
C -0.801 6.075 2.820
C 0.104 5.282 3.470
C 0.388 4.007 2.958
N -0.213 3.527 1.895
C -1.155 4.281 1.258
C -1.799 3.649 0.140
O -1.510 2.407 -0.154
H -3.713 6.312 -0.767
H -1.019 7.073 3.174
H 0.618 5.628 4.355
H 1.134 3.372 3.422
O -4.237 -2.013 -2.041
C -4.571 -2.375 -0.706
N -3.656 -1.672 0.142
C -2.979 -2.292 1.152
O -3.215 -3.456 1.449
C -1.866 -1.548 1.804
C -1.129 -2.206 2.838
C -0.070 -1.491 3.401
C 0.294 -0.258 2.919
N -0.346 0.338 1.829
C -1.453 -0.322 1.367
H -4.971 -2.256 -2.614
H -4.436 -3.441 -0.524
H -5.610 -2.102 -0.489
H -3.487 -0.708 -0.086
H -1.439 -3.177 3.189
H 0.477 -1.894 4.245
H 1.090 0.319 3.368
H -1.973 0.204 0.575
N -2.306 -7.970 -2.884
C -1.954 -6.888 -2.730
C -1.516 -5.530 -2.547
C -1.171 -4.761 -3.655
C -0.756 -3.453 -3.487
C -0.696 -2.912 -2.209
C -1.026 -3.678 -1.099
C -1.439 -4.986 -1.267
N -0.318 -1.556 -2.036
C -0.519 -0.514 -2.927
C -0.067 0.604 -2.308
N 0.405 0.275 -1.053
C 0.233 -1.020 -0.924
H -1.226 -5.191 -4.646
H -0.477 -2.859 -4.346
H -0.997 -3.255 -0.105
H -1.726 -5.571 -0.405
H -1.002 -0.659 -3.875
H -0.071 1.626 -2.644
H 0.483 -1.598 -0.051
F 1.138 2.978 -0.679
C 4.725 -2.474 0.581
C 3.270 -2.056 0.399
N 2.933 -0.821 1.084
C 3.209 0.422 0.662
S 2.791 1.767 1.636
N 3.795 0.571 -0.524
C 4.060 1.860 -1.166
C 5.414 2.428 -0.779
H 4.919 -3.409 0.055
H 4.947 -2.620 1.637
H 5.412 -1.717 0.199
H 2.610 -2.828 0.798
H 3.014 -1.964 -0.661
H 2.480 -0.873 1.987
H 4.048 -0.257 -1.038
H 3.249 2.534 -0.896
H 3.999 1.690 -2.242
H 5.453 2.611 0.295
H 5.583 3.374 -1.294
H 6.224 1.746 -1.047
*
```

Output
- Relative energy (zero: lowest compared OMol25 entry of this formula, charge and spin): 0.00 kcal per mole
- Expectation value of S²: 2.02
- HOMO-LUMO gap (alpha / beta): 0.17886 / 0.27808 hartree
- HOMO level (alpha / beta): -5.12 / -7.82 eV

***

Computed, not measured: a cluster of 3 separate species, C4H9N in total, with wB97M-V/def2-TZVPD.

```
! RIJCOSX wB97M-V def2-TZVPD def2/J DEFGRID3
* xyz 0 1
C -1.851 0.581 -0.217
C -0.544 0.017 0.219
C 0.012 -1.333 0.483
N 0.562 -0.356 -0.440
C 1.782 0.153 -0.604
H -2.519 0.669 0.645
H -1.719 1.579 -0.645
H -2.345 -0.057 -0.962
H 0.530 1.035 1.159
H -0.361 -2.245 0.010
H 0.553 -1.485 1.422
H 1.871 1.031 -1.239
H 1.367 1.104 0.985
H 2.616 -0.541 -0.570
*
```

Output
- Relative energy (zero: lowest compared OMol25 entry of this formula, charge and spin): 112.78 kcal per mole
- HOMO-LUMO gap: 0.32024 hartree
- HOMO level: -7.61 eV